# 1
{"formula": "C18H14Cl2FeO3Zn", "method": "the ωB97M-V functional and the def2-TZVPD basis", "species": ["O", "C", "Fe", "C", "O", "C", "O", "C", "C", "C", "C", "C", "C", "H", "H", "H", "H", "H", "H", "H", "Cl", "Zn", "Cl", "C", "C", "C", "C", "C", "C", "C", "C", "C", "H", "H", "H", "H", "H", "H", "H"], "xyz": [[3.899, -3.712, 0.142], [3.451, -2.637, 0.039], [3.264, -0.929, -0.407], [4.656, -0.509, 0.863], [5.739, -0.463, 1.277], [4.566, -1.096, -1.653], [5.623, -1.244, -2.125], [1.569, -0.851, 0.734], [0.793, -1.606, -0.299], [1.705, -1.487, -1.479], [1.969, -0.164, -1.890], [2.024, 0.854, -0.929], [1.889, 0.483, 0.414], [1.554, -1.180, 1.782], [0.545, -2.635, 0.011], [-0.179, -1.095, -0.483], [1.810, -2.327, -2.166], [2.163, 0.089, -2.931], [2.281, 1.887, -1.198], [1.992, 1.224, 1.214], [0.130, 4.385, -2.443], [-0.596, 2.562, -3.330], [-1.390, 0.588, -3.366], [-2.225, 2.441, 0.946], [-0.962, 1.915, 1.329], [-1.135, 0.539, 1.649], [-2.492, 0.176, 1.399], [-3.189, 1.384, 0.968], [-4.557, 1.327, 0.678], [-5.208, 0.089, 0.708], [-4.528, -1.090, 1.121], [-3.176, -1.046, 1.460], [-2.402, 3.459, 0.606], [-0.044, 2.494, 1.373], [-0.432, -0.152, 2.086], [-5.097, 2.254, 0.442], [-6.265, 0.030, 0.445], [-5.100, -2.020, 1.217], [-2.644, -1.939, 1.795]], "forces_ev_per_a": [[-2.067, 3.330, 0.004], [2.335, -3.841, -0.090], [1.216, 1.197, 0.730], [3.773, 0.288, -0.033], [-3.898, -0.040, -0.781], [4.772, -0.185, -0.923], [-3.908, 0.427, 0.956], [-0.509, 0.155, 0.874], [-1.751, -0.149, 0.114], [-0.969, -0.689, -0.711], [-0.258, -0.358, -0.837], [0.663, 0.431, -0.098], [-0.943, -0.267, 1.500], [-0.034, 0.394, -0.541], [0.437, 0.351, -0.216], [0.350, -0.314, 0.200], [-0.211, 0.457, -0.117], [0.395, -0.207, 0.228], [-0.155, -0.557, 0.095], [0.441, -0.347, -0.361], [-0.086, -0.679, -0.625], [-0.282, 0.185, 1.060], [0.399, 0.432, -0.276], [0.509, -0.119, -0.291], [-1.279, -0.497, -0.008], [-0.092, 0.048, -0.318], [0.205, 0.959, -0.295], [1.001, -0.184, 0.342], [-0.488, -0.557, -0.181], [0.230, 0.482, 0.232], [0.247, 0.132, 0.041], [-0.640, -0.072, 0.041], [-0.012, -0.191, 0.158], [-0.067, -0.011, 0.156], [0.218, 0.075, 0.104], [0.126, -0.461, -0.069], [0.243, 0.015, 0.140], [0.305, 0.291, -0.157], [-0.217, 0.076, -0.045]], "charge": 0, "homo_ev": -4.93}


# 2
{"formula": "C16H25BrClO4P2Ti", "method": "the ωB97M-V functional and the def2-TZVPD basis", "species": ["C", "C", "H", "H", "H", "O", "Cl", "Ti", "P", "C", "C", "H", "H", "H", "H", "H", "H", "C", "H", "H", "H", "P", "C", "C", "H", "H", "H", "C", "H", "H", "H", "H", "H", "H", "C", "O", "Br", "C", "C", "C", "C", "C", "C", "C", "O", "O", "H", "H", "H", "H"], "xyz": [[0.757, -0.270, -4.099], [1.833, -0.244, -3.065], [1.183, 0.108, -5.043], [-0.119, 0.337, -3.839], [0.429, -1.308, -4.269], [3.019, -0.331, -3.385], [-2.677, 0.177, -0.947], [-0.536, -0.064, -0.640], [-0.114, 2.397, -1.349], [1.355, 3.118, -0.555], [-0.006, 2.997, -3.063], [0.091, 4.092, -3.068], [-1.370, 4.404, -0.859], [-0.917, 2.704, -3.602], [-2.437, 2.963, -1.014], [2.251, 2.603, -0.923], [0.862, 2.551, -3.565], [-1.487, 3.340, -0.617], [1.409, 4.191, -0.779], [-1.484, 3.210, 0.474], [1.285, 2.965, 0.530], [0.069, -2.528, -0.950], [1.514, -2.947, 0.082], [-1.285, -3.468, -0.173], [-0.471, -3.184, -3.192], [0.447, -4.467, -2.337], [1.296, -3.027, -2.986], [0.371, -3.386, -2.519], [-2.229, -3.208, -0.669], [-1.099, -4.544, -0.267], [1.713, -4.025, 0.022], [1.313, -2.669, 1.125], [-1.373, -3.193, 0.886], [2.388, -2.380, -0.263], [1.512, -0.138, -1.595], [2.350, 0.015, -0.715], [-0.172, 3.004, 2.929], [-0.423, 1.393, 3.913], [-0.666, 1.466, 5.286], [-0.994, 0.311, 6.013], [-1.063, -0.931, 5.376], [-0.818, -1.022, 4.009], [-0.466, 0.122, 3.288], [-0.396, -0.008, 1.835], [0.350, 0.707, 1.074], [-1.136, -0.867, 1.236], [-0.622, 2.431, 5.784], [-1.209, 0.400, 7.077], [-1.317, -1.833, 5.934], [-0.911, -1.966, 3.473]], "forces_ev_per_a": [[-0.411, 0.136, -0.226], [3.516, -0.460, -3.583], [-0.159, -0.208, 0.396], [0.092, -0.165, 0.082], [0.110, 0.327, 0.059], [-2.973, 0.222, 1.497], [0.496, -0.087, -0.686], [-0.608, 0.230, 2.609], [0.260, 1.164, 0.334], [0.126, -0.443, 0.148], [-0.184, -0.512, -0.245], [-0.035, -0.321, 0.086], [0.038, -0.237, 0.022], [0.211, 0.176, 0.003], [0.170, 0.257, 0.082], [-0.058, 0.325, 0.113], [-0.159, 0.229, 0.058], [-0.313, -0.305, 0.059], [-0.035, -0.302, -0.025], [-0.003, 0.023, -0.330], [0.075, 0.047, -0.332], [0.119, -1.395, 0.702], [0.102, 0.501, -0.015], [-0.410, 0.272, 0.017], [0.166, -0.213, 0.034], [-0.015, 0.321, 0.011], [-0.145, -0.210, 0.085], [-0.084, 0.415, -0.335], [0.132, -0.188, 0.117], [0.048, 0.246, -0.065], [-0.099, 0.267, -0.035], [0.048, -0.085, -0.214], [0.074, -0.080, -0.381], [-0.080, -0.369, 0.173], [2.934, 1.036, 4.287], [-3.014, -0.646, -3.084], [-0.006, -0.188, 0.590], [0.025, -0.702, 0.488], [-0.032, -0.018, -0.255], [0.206, 0.085, -0.480], [0.039, -0.111, -0.100], [-0.052, 0.148, 0.429], [-0.344, 0.806, -0.371], [-0.317, -0.307, 0.573], [-0.533, -0.324, -1.210], [0.962, 0.327, -0.886], [-0.065, -0.177, -0.085], [0.091, -0.045, -0.260], [0.044, 0.331, -0.111], [0.046, 0.205, 0.259]], "charge": 2, "multiplicity": 2, "homo_ev": [-14.58, -14.58]}


# 3
{"formula": "C36H47N5P2Pt", "method": "the ωB97M-V functional and the def2-TZVPD basis", "species": ["Pt", "C", "C", "C", "C", "C", "C", "C", "C", "C", "H", "H", "H", "H", "H", "H", "H", "H", "H", "H", "H", "H", "H", "H", "H", "P", "P", "N", "N", "N", "N", "C", "C", "C", "C", "C", "C", "C", "C", "C", "C", "C", "C", "C", "C", "C", "C", "C", "C", "H", "H", "H", "H", "H", "H", "H", "H", "H", "H", "H", "H", "H", "H", "H", "H", "H", "H", "H", "H", "C", "N", "C", "C", "C", "C", "C", "C", "C", "C", "H", "H", "H", "H", "H", "H", "H", "H", "H", "H", "H", "H"], "xyz": [[0.504, -0.364, -0.830], [4.020, -1.078, -0.008], [3.656, 0.033, 0.682], [4.309, 1.330, 0.265], [3.902, 1.752, -1.165], [2.580, 1.252, -1.610], [2.253, -0.050, -1.973], [3.428, -0.942, -2.438], [4.524, -1.156, -1.392], [-0.930, -0.265, -2.448], [4.343, -1.895, 0.598], [3.481, 0.030, 1.784], [5.413, 1.253, 0.258], [4.064, 2.106, 0.997], [3.897, 2.857, -1.163], [4.678, 1.439, -1.891], [1.906, 2.064, -1.869], [1.334, -0.251, -2.609], [3.909, -0.478, -3.307], [3.023, -1.898, -2.763], [4.993, -2.133, -1.559], [5.305, -0.398, -1.533], [-1.310, -1.282, -2.545], [-0.355, -0.038, -3.344], [-1.742, 0.449, -2.268], [-0.212, 1.971, -0.383], [1.329, -0.517, 1.389], [0.044, 3.136, -1.828], [-1.765, 2.717, 0.087], [2.033, -2.552, 1.082], [0.188, -1.313, 2.628], [1.036, 2.365, 0.895], [1.150, 1.271, 2.018], [0.277, 2.734, -3.156], [0.604, 3.839, -3.918], [0.614, 4.962, -3.043], [0.246, 4.519, -1.775], [-2.855, 2.984, -0.787], [-3.412, 4.203, -0.440], [-2.693, 4.702, 0.695], [-1.749, 3.757, 1.041], [2.263, -2.849, -0.243], [2.872, -4.106, -0.393], [3.154, -4.547, 0.918], [2.624, -3.574, 1.802], [0.543, -2.086, 3.727], [-0.607, -2.509, 4.392], [-1.723, -2.024, 3.653], [-1.194, -1.253, 2.614], [0.852, 3.353, 1.338], [2.000, 2.416, 0.373], [2.029, 1.448, 2.668], [0.252, 1.322, 2.651], [0.371, 1.692, -3.423], [0.815, 3.812, -4.975], [0.898, 5.968, -3.307], [0.132, 5.047, -0.840], [-3.118, 2.279, -1.570], [-4.230, 4.701, -0.947], [-2.842, 5.656, 1.188], [-1.043, 3.717, 1.865], [1.858, -2.231, -1.046], [3.054, -4.589, -1.350], [3.675, -5.455, 1.195], [2.661, -3.558, 2.882], [1.580, -2.264, 3.956], [-0.623, -3.085, 5.309], [-2.769, -2.245, 3.856], [-1.715, -0.699, 1.846], [-5.834, 0.237, 0.056], [-4.701, -0.518, 0.553], [-4.619, -0.489, 1.995], [-3.437, -0.448, -0.203], [-2.597, -1.718, -0.051], [-3.322, -2.843, 0.407], [-2.704, -4.084, 0.591], [-1.388, -4.242, 0.189], [-0.717, -3.159, -0.400], [-1.202, -1.876, -0.355], [-5.708, 1.330, 0.131], [-6.710, -0.051, 0.653], [-6.022, -0.026, -0.993], [-3.982, -1.299, 2.361], [-4.255, 0.472, 2.402], [-5.639, -0.648, 2.377], [-3.739, -0.338, -1.261], [-2.860, 0.467, 0.047], [-4.387, -2.724, 0.643], [-3.288, -4.905, 0.995], [-0.884, -5.197, 0.270], [0.207, -3.392, -0.922]], "forces_ev_per_a": [[-3.822, -0.323, 1.776], [1.168, 0.080, 1.358], [2.377, 0.256, 0.926], [-0.642, 0.353, -0.442], [0.554, 0.829, 0.074], [-0.847, -0.522, -1.339], [2.492, 1.444, -2.573], [-0.640, -0.062, 0.402], [0.449, 0.091, -0.247], [-0.730, -0.835, -0.458], [-0.652, -0.887, 0.301], [0.697, -0.621, -0.904], [-0.505, -0.288, 0.305], [0.008, 0.052, -0.221], [-0.090, -0.460, -0.343], [-0.459, 0.134, 0.304], [-0.159, -0.423, 0.251], [1.217, 0.682, -0.190], [-0.431, 0.008, -0.016], [0.076, -0.099, -0.117], [-0.070, 0.263, 0.067], [-0.015, -0.217, 0.021], [-0.180, 0.330, -0.141], [-0.113, 0.204, 0.106], [0.424, -0.297, -0.047], [-1.605, 2.463, -1.892], [-2.581, -1.414, 2.362], [0.359, -1.566, 0.836], [0.639, -0.604, 0.424], [0.816, -1.158, 0.252], [0.672, 0.769, -0.505], [0.416, -0.108, 0.846], [-0.654, 0.628, -0.386], [0.334, 0.479, -0.060], [-0.201, -0.772, 0.958], [-0.388, -0.462, 1.042], [0.469, 0.008, -0.615], [0.336, 0.714, 0.156], [0.788, -1.135, -0.194], [0.598, -0.795, 0.327], [-0.074, 0.820, -0.474], [-0.772, -0.254, 0.755], [0.780, -0.928, 1.335], [-0.028, -0.113, -2.175], [-0.982, 1.851, -0.752], [-0.192, 0.053, -0.246], [0.410, 0.208, -0.766], [0.904, 0.583, -0.422], [-0.757, -0.360, 0.524], [0.139, -0.256, -0.116], [-0.452, 0.188, -0.005], [-0.388, 0.120, -0.355], [0.294, -0.229, -0.107], [-0.399, 0.306, 0.008], [0.047, 0.083, 0.059], [-0.241, 0.011, 0.085], [-0.068, 0.040, -0.150], [0.142, 0.324, 0.134], [0.093, -0.226, 0.113], [-0.119, -0.338, 0.060], [-0.334, 0.218, -0.260], [0.362, -0.227, 0.428], [0.147, 0.002, 0.376], [-0.174, 0.095, 0.046], [-0.030, -0.082, -0.205], [-0.084, 0.165, 0.197], [0.010, 0.055, -0.236], [0.385, 0.295, -0.067], [0.177, -0.046, 0.245], [0.138, 0.070, -0.319], [0.507, -0.300, -0.346], [-0.098, 0.106, 0.081], [-0.783, 0.447, 0.350], [0.062, -0.144, -0.057], [0.711, -0.026, -0.208], [0.091, 0.423, -0.073], [-0.397, 0.224, -0.244], [0.730, -0.487, 0.063], [-1.314, 0.686, 0.161], [-0.036, -0.103, 0.008], [0.158, 0.141, -0.297], [-0.018, 0.106, 0.204], [-0.091, 0.184, -0.012], [0.023, -0.094, -0.035], [0.451, 0.011, 0.063], [0.213, -0.097, 0.272], [0.045, -0.355, 0.055], [0.593, 0.092, -0.223], [0.205, 0.027, -0.030], [-0.052, -0.024, -0.156], [-0.037, 0.019, 0.310]], "charge": 2, "e_above_lowest_kj_mol": 205.0, "multiplicity": 5, "homo_ev": [-12.61, -12.58]}